(1)
A cluster of 2 separate species, C8H16BrFO8S in total. Source: the OMol25 dataset; level of theory: ωB97M-V/def2-TZVPD.

Element x y z (Å)
O 7.40828 0.32992 3.00168
S 6.39735 -0.52304 2.18559
O 6.89084 -0.58679 0.71233
O 6.22577 -2.02940 2.97232
C 4.76738 -2.28739 2.73035
F 4.16767 -3.34190 3.62930
C 3.81570 -0.95634 2.41659
O 2.96806 -0.42286 3.49382
Br 2.57270 -1.56655 0.93692
O 4.81095 0.09268 2.06498
H 4.82494 -2.75867 1.63468
H 2.50626 0.43482 3.18881
C 0.11191 2.54752 -1.38538
O -1.06286 1.82940 -1.04202
C -2.22041 2.66777 -1.04143
C -3.48970 1.81980 -0.91872
O -3.92817 1.29598 -2.17833
C -3.17293 0.18393 -2.67572
C -3.50215 -1.12409 -1.95219
O -2.75651 -1.22080 -0.73522
C -3.20893 -2.28868 0.08114
H 0.28005 3.37048 -0.68421
H 0.96187 1.86171 -1.33415
H 0.03702 2.93039 -2.40788
H -2.25399 3.25803 -1.96292
H -2.14744 3.33816 -0.17788
H -4.30191 2.47479 -0.58073
H -3.38345 1.02737 -0.17374
H -2.10202 0.39926 -2.66976
H -3.47448 0.07588 -3.72295
H -3.21748 -1.97149 -2.58567
H -4.57535 -1.17187 -1.73666
H -4.24067 -2.11440 0.39687
H -2.57650 -2.33216 0.97200
H -3.13184 -3.24146 -0.45180

As for the total charge: 0. The SMILES is O=S1(=O)O[C@@H](F)[C@](O)(Br)O1.COCCOCCOC.



(2)
A cluster of 2 separate species, C7H14O in total. Source: the OMol25 dataset; level of theory: ωB97M-V/def2-TZVPD.

Element x y z (Å)
C -0.48988 2.25209 0.56534
C -0.97507 1.34082 -0.55914
C -1.06634 -0.09288 -0.20355
C -1.99086 -0.97987 -0.78251
C -0.11104 -0.66763 0.76504
C 0.64605 -1.85802 0.26036
C 0.66295 -2.33748 -0.98004
H -0.74229 1.91180 1.56436
H 0.60388 2.29371 0.62436
H -0.81672 3.27973 0.40591
H -0.27859 1.41408 -1.40353
H -1.98068 1.64515 -0.85972
H -2.01201 -1.97738 -0.37694
H -2.72899 -0.60603 -1.49260
H -0.84234 -0.98086 1.52663
H 0.64730 -0.00894 1.16159
H 1.30959 -2.34477 0.95650
H 1.26067 -3.19530 -1.23030
H 0.09394 -1.97545 -1.83396
H 2.63080 1.16993 -0.11281
H 3.26131 0.46359 1.21188
O 2.91832 1.25370 0.79313

The value obtained for the energy above the lowest of the compared OMol25 structures with the same formula, charge and spin is 123.11 kJ/mol. As for the total charge: +1. The multiplicity is 2.



(3)
A cluster of 2 separate species, C10H15BrN3 in total. Source: the OMol25 dataset; level of theory: ωB97M-V/def2-TZVPD.

Element x y z (Å)
C 0.21112 -3.27358 -2.41526
C -0.38620 -3.66280 -0.18703
C -0.19272 -4.16614 -1.44261
C 0.13298 -1.62956 -0.87163
C -2.32986 0.58798 0.77405
C -1.01875 0.62655 1.66430
C -1.45818 0.51306 -0.38741
C -0.27007 1.00585 0.40828
C 1.63817 0.89158 -1.14276
C 1.93082 -0.09843 1.05919
N 0.37621 -1.95165 -2.08456
N -0.18397 -2.39369 0.11819
N 0.96747 0.35095 0.03998
Br -0.46125 -6.03312 -1.65016
H 0.42132 -3.67409 -3.41371
H -0.69201 -4.28110 0.54202
H -3.04675 -0.14409 1.00275
H -2.77375 1.49923 0.77443
H -1.11019 1.31028 2.52715
H -0.82186 -0.38333 2.03114
H -1.37576 -0.55351 -0.61749
H -1.94893 1.06328 -1.12974
H -0.10563 2.12269 0.17584
H 2.32428 0.20194 -1.75832
H 0.86031 1.35243 -1.80767
H 2.44217 1.62728 -1.01970
H 2.67022 0.72269 1.40855
H 1.61316 -0.71248 1.93325
H 2.55392 -0.70786 0.41611

The value obtained for the energy above the lowest of the compared OMol25 structures with the same formula, charge and spin is 283.31 kJ/mol. As for the total charge: +1.



(4)
A cluster of 2 separate species, C5H11O3 in total. Source: the OMol25 dataset; level of theory: ωB97M-V/def2-TZVPD.

Element x y z (Å)
C -1.63870 -1.10189 -1.31393
C -1.85164 -2.26533 -0.33177
O -1.67627 -3.38378 -0.86675
O -2.24387 -2.07094 0.83980
H -0.78931 -0.51788 -0.88892
H -2.50131 -0.41763 -1.30557
H -1.64914 -1.67755 -2.21325
C 1.29777 1.27586 0.72165
C 0.15147 0.72208 1.46773
C 1.89295 0.36171 -0.44793
O 1.06499 2.60517 0.07913
H 2.24664 1.51098 1.34666
H -0.58135 0.24849 0.85999
H 1.19273 -0.48650 -0.50150
H 2.01986 0.97401 -1.39292
H 2.88423 -0.09949 -0.45686
H 0.12516 2.54998 -0.08853
H -0.42578 1.51687 2.03769
H 0.48158 0.25582 2.45528

The value obtained for the energy above the lowest of the compared OMol25 structures with the same formula, charge and spin is 219.09 kJ/mol. As for the total charge: -1.



(5)
An isolated molecule of C8H12N4O2S. Source: the OMol25 dataset; level of theory: ωB97M-V/def2-TZVPD.

Element x y z (Å)
C -4.51474 -1.47506 -0.34038
C -3.19011 -0.82546 -0.27139
N -2.11956 -1.27504 -0.80153
N -1.03791 -0.52315 -0.62120
C -1.25473 0.53768 0.07637
N -0.33884 1.47329 0.44102
C 0.98198 1.57418 -0.07260
O 1.36811 2.63802 -0.50492
N 1.74399 0.47465 0.01409
C 1.43504 -0.72900 0.75884
C 2.73855 -1.33952 1.26894
O 3.60884 -1.71661 0.22270
C 3.48663 -0.90931 -0.93406
C 3.06221 0.51386 -0.59931
S -2.94190 0.70368 0.58706
H -4.87768 -1.70249 0.66102
H -5.23516 -0.81382 -0.81998
H -4.42835 -2.39409 -0.91324
H -0.72660 2.38910 0.63654
H 0.90633 -1.44720 0.12183
H 0.79232 -0.47842 1.60559
H 3.24229 -0.62076 1.93348
H 2.52987 -2.24870 1.83844
H 4.46707 -0.91342 -1.41623
H 2.75297 -1.35326 -1.62210
H 3.00592 1.12747 -1.50029
H 3.78713 0.97585 0.08198

The value obtained for the energy above the lowest of the compared OMol25 structures with the same formula, charge and spin is 0.00 kJ/mol. As for the total charge: 0. The SMILES is Cc1nnc(NC(=O)N2CCOCC2)s1.



(6)
A structure of composition C44H41GeHfN3. Source: the OMol25 dataset; level of theory: ωB97M-V/def2-TZVPD.

Element x y z (Å)
Hf 11.36468 8.59904 10.30136
C 11.72085 7.89503 6.70742
C 10.71996 7.69293 7.81626
C 10.91447 6.66977 8.70568
C 10.00826 6.36596 9.78384
C 9.91099 5.05067 10.50889
C 9.02882 7.34128 10.03294
C 8.97522 8.56414 9.31794
C 7.82906 9.47568 9.66998
C 9.79038 8.67550 8.15717
H 12.15935 6.93373 6.51529
H 12.43153 8.64904 7.01772
H 11.16187 8.36616 5.86248
H 11.76875 6.06944 8.30016
H 8.91130 4.83758 10.63655
H 10.42245 5.08741 11.45906
H 10.37551 4.33762 9.85789
H 8.25359 7.18355 10.70087
H 7.19935 8.91392 10.38767
H 7.24688 9.86361 8.82681
H 8.15280 10.25137 10.39357
H 9.68067 9.45942 7.38845
C 12.26835 6.83309 14.48255
C 11.89996 7.66521 13.47384
N 12.38065 7.42391 12.20949
C 13.32920 6.50023 12.03597
C 13.76067 5.61128 13.03638
C 13.15495 5.79735 14.27654
C 14.77805 4.60639 12.83866
C 16.08256 4.78468 12.61650
C 16.85706 6.00368 12.51113
C 18.17716 6.01320 12.85860
C 18.79988 7.23444 12.88923
N 18.20362 8.34586 12.47285
C 17.00819 8.24378 11.99946
N 16.24200 7.15650 12.09434
H 11.92057 7.01469 15.45773
H 11.29898 8.55879 13.54275
H 13.77511 6.29637 11.01168
H 13.55537 5.16204 15.12153
H 14.56866 3.59522 13.11230
H 16.65952 3.81491 12.65782
H 18.83479 5.08871 13.08517
H 19.79478 7.34903 13.24933
H 16.52430 9.18139 11.68815
C 12.67492 9.95444 9.67319
C 13.38990 10.79229 8.75691
C 14.75238 10.94748 9.00876
C 15.61204 11.62110 8.08789
C 15.02794 12.06823 6.90804
C 13.68393 11.97862 6.68669
C 12.82366 11.42375 7.61385
H 15.16454 10.48511 9.87815
H 16.66402 11.79258 8.30033
H 15.69880 12.57844 6.21270
H 13.26656 12.48023 5.88248
H 11.70138 11.46699 7.46844
C 11.92789 13.00036 10.23513
Ge 11.60128 11.28280 11.14053
C 9.74942 11.54621 11.71923
C 8.83029 12.63549 11.53831
C 7.56317 12.67366 12.06742
C 7.07484 11.61420 12.83333
C 7.93968 10.54276 13.07396
C 9.21483 10.53294 12.51998
C 12.73848 11.36257 12.79917
C 14.00032 10.80052 12.72503
C 14.92378 10.70812 13.79477
C 14.61544 11.22019 15.00571
C 13.37046 11.87933 15.18646
C 13.00922 12.33304 16.49140
C 11.81033 12.98265 16.63506
C 10.96664 13.24474 15.58646
C 11.20160 12.73707 14.29040
C 12.41815 11.94078 14.10358
H 12.98162 12.98016 9.92558
H 11.86476 13.74075 11.00359
H 11.36135 13.30423 9.35082
H 9.10374 13.43755 10.83796
H 6.96243 13.59415 12.01064
H 6.18393 11.72792 13.44341
H 7.67207 9.83245 13.81723
H 9.85362 9.67543 12.90729
H 14.25788 10.46207 11.69618
H 15.84541 10.17225 13.49269
H 15.32267 11.24777 15.76643
H 13.68779 12.24327 17.32492
H 11.50285 13.26064 17.68894
H 10.13986 13.91253 15.73764
H 10.40642 12.86888 13.58832

The value obtained for the energy above the lowest of the compared OMol25 structures with the same formula, charge and spin is 94.64 kJ/mol. As for the total charge: +1. The multiplicity is 2.



(7)
A structure of composition C20H20BN7O2ReS2. Source: the OMol25 dataset; level of theory: ωB97M-V/def2-TZVPD.

Element x y z (Å)
Re -0.73883 -0.19519 -0.48239
O -0.75094 -2.78042 -3.64464
C -0.81955 -2.27942 -2.57099
N -1.13858 -0.91352 -2.27968
C -1.70421 -0.06008 -3.26976
O -1.82257 -0.29646 -4.42870
C -2.18938 1.22192 -2.65354
C -2.88198 2.13770 -3.40492
C -3.37087 3.27734 -2.77649
C -3.15508 3.43885 -1.41670
C -2.44421 2.48063 -0.72551
N -1.94837 1.38477 -1.33176
C -0.61790 -3.03372 -1.29065
C -0.41986 -4.39171 -1.26613
C -0.30508 -5.02166 -0.03162
C -0.40463 -4.26128 1.12346
C -0.58957 -2.89598 1.02112
N -0.68966 -2.29060 -0.16978
H -3.03585 1.93184 -4.45585
H -3.92056 4.02054 -3.33968
H -3.53552 4.29953 -0.88513
H -2.26579 2.58500 0.33356
H -0.36701 -4.92235 -2.20743
H -0.14437 -6.09013 0.02436
H -0.33636 -4.71382 2.10295
H -0.63819 -2.26261 1.89744
C -1.74677 -0.33129 3.78390
N -0.29673 -0.32441 3.58492
C 0.61142 -0.92761 4.42486
C 1.83897 -0.65134 3.93158
N 1.69128 0.12342 2.80207
B 3.02377 0.66412 2.11947
N 2.79216 1.39646 0.75226
C 3.30657 2.63175 0.45660
C 3.12822 2.85717 -0.87098
N 2.49972 1.74717 -1.37953
C 2.14112 1.54123 -2.78460
C 2.30395 0.87634 -0.37124
S 1.58045 -0.69489 -0.50367
C 0.39308 0.30407 2.60426
S -0.40603 1.25246 1.35868
H -1.99215 -1.12968 4.47748
H -2.25771 -0.50572 2.84168
H -2.08150 0.61661 4.20038
H 0.30837 -1.47454 5.30204
H 2.81433 -0.93486 4.29066
H 3.51732 1.45913 2.87206
H 3.72748 -0.29285 1.92640
H 3.77281 3.24599 1.20748
H 3.40668 3.69446 -1.48838
H 2.25737 2.48350 -3.31095
H 1.10949 1.20854 -2.86302
H 2.79124 0.79555 -3.23596

The value obtained for the energy above the lowest of the compared OMol25 structures with the same formula, charge and spin is 74.97 kJ/mol. As for the total charge: +2. The multiplicity is 2.



(8)
A cluster of 2 separate species, C3H9Cl2N2 in total. Source: the OMol25 dataset; level of theory: ωB97M-V/def2-TZVPD.

Element x y z (Å)
C 0.38478 2.51763 -0.30537
C -0.19405 -1.37901 0.56886
C -0.95544 0.46575 0.08955
N -0.31669 1.56494 0.52098
N -0.79213 -2.12956 -0.59686
Cl -2.59489 0.07603 0.76582
Cl -1.13953 0.39210 -1.64420
H 1.13256 1.95622 -0.94251
H -0.27905 2.94762 -1.01983
H 0.81676 3.24817 0.29590
H 0.84193 -1.39895 0.74288
H -0.50879 -1.65436 1.63173
H -0.52869 1.82350 1.47228
H -1.86653 -2.30700 -0.38793
H -0.37619 -3.11130 -0.58790
H -0.59677 -1.37148 -1.33811

The value obtained for the energy above the lowest of the compared OMol25 structures with the same formula, charge and spin is 175.37 kJ/mol. As for the total charge: +1.



Result set for max |F|: 0.1619; 0.0281; 0.0692; 0.1058; 0.0309; 0.0636; 0.0268; 0.0756 hartree/bohr, one per record in the order listed.
Result set for total energy: -108523.8814; -9523.1794; -85114.2479; -11505.7967; -29380.8659; -108575.7921; -60055.7313; -31272.6704 eV, one per record in the order listed.
Result set for M: 371.18; 114.19; 257.15; 119.14; 228.28; 862.93; 651.58; 144.03 g/mol, one per record in the order listed.